No. 1
25
Properties=species:S:1:pos:R:3:forces:R:3 method="wB97M-V/def2-TZVPD" charge=-1 homo_ev=-3.05
C -2.833 -1.994 -0.506 0.9436 3.1164 1.4669
C 1.025 -1.212 -0.175 2.2867 -2.7094 0.6236
C -1.393 0.735 1.121 0.2045 0.0716 -0.1727
C -1.084 0.946 -0.352 -0.7926 1.1937 -0.5527
C -1.276 -0.444 0.122 -0.0999 -0.5185 0.8130
C -0.114 1.051 1.971 -2.7330 1.4349 -1.8660
C -2.210 1.500 -1.229 0.2799 -0.9411 -1.1560
C 2.983 -2.549 -0.483 -0.2800 0.1185 2.0239
N -0.153 -1.323 0.410 -0.6913 0.6266 -0.7845
O -2.237 -2.985 -0.489 1.4899 -2.8688 -0.3985
O -3.788 -1.328 -0.493 -2.4772 0.6071 -0.6759
O 1.769 -0.323 -0.521 -0.9214 0.8887 -0.2272
O 1.588 -2.552 -0.211 -0.1135 1.5415 0.1290
H -2.397 1.006 1.571 1.1594 -0.2306 -0.6501
H -0.172 1.531 -0.587 -0.0058 -1.0150 0.4304
H 0.637 0.407 1.630 1.3479 -0.6020 -0.1419
H -0.372 0.895 2.972 0.0933 -0.1387 1.7970
H 0.105 2.117 1.748 0.3266 -0.5677 0.5301
H -3.151 1.018 -0.880 0.4849 0.3695 -0.7528
H -1.982 1.297 -2.380 -0.7236 0.3443 2.3091
H -2.263 2.578 -1.058 -0.1629 0.1284 -0.2324
H 3.216 -2.057 -1.383 0.2874 0.5474 -1.2097
H 3.138 -3.589 -0.516 0.8933 -1.3349 -0.4027
H 3.658 -2.127 0.331 -1.0946 -0.2206 -0.6830
H -0.464 -2.280 0.546 0.2983 0.1589 -0.2169

No. 2
27
Properties=species:S:1:pos:R:3:forces:R:3 method="wB97M-V/def2-TZVPD" spin_multiplicity=5 charge=+3 homo_ev="-19.49 / -19.40"
Os -0.540 0.075 -0.091 -0.0747 -0.0268 -0.0843
Cl -2.906 2.608 -0.169 -0.0061 0.0060 0.0065
C -2.126 2.330 1.292 0.0013 -0.0167 0.0039
C -1.223 1.265 1.388 0.0280 0.0073 0.0700
C -0.559 1.102 2.617 -0.0238 0.0231 -0.0153
Cl 0.595 -0.157 2.651 0.0028 -0.0170 0.0281
C -0.786 1.915 3.762 0.0188 -0.0369 -0.0255
Cl 0.051 1.614 5.178 0.0053 0.0031 0.0286
C -1.710 2.961 3.664 -0.0001 0.0032 -0.0331
Cl -2.008 3.956 4.980 -0.0085 0.0049 0.0172
C -2.389 3.187 2.436 0.0426 -0.0127 -0.0241
Cl -3.467 4.429 2.285 -0.0381 0.0289 0.0046
N -1.973 -1.402 -0.150 0.0263 0.0405 0.0056
C -1.456 -2.772 -0.563 0.0081 -0.0123 -0.0009
C -0.808 -2.779 -1.935 0.0009 0.0226 -0.0069
C 0.570 -2.146 -2.009 -0.0049 -0.0200 0.0083
N 0.507 -0.637 -1.853 0.0398 0.0029 0.0177
H -2.406 -1.500 0.771 -0.0030 -0.0009 0.0046
H -2.733 -1.136 -0.783 -0.0016 -0.0058 -0.0074
H -2.327 -3.430 -0.550 0.0026 -0.0042 0.0122
H -0.770 -3.103 0.217 -0.0002 0.0044 0.0061
H -1.480 -2.353 -2.689 -0.0007 -0.0076 -0.0030
H -0.692 -3.828 -2.219 -0.0103 -0.0027 -0.0053
H 1.037 -2.361 -2.969 0.0044 0.0084 -0.0020
H 1.227 -2.528 -1.227 0.0011 0.0087 0.0044
H 0.078 -0.249 -2.699 -0.0084 -0.0055 -0.0009
H 1.469 -0.284 -1.882 -0.0017 0.0050 -0.0089

No. 3
111
Properties=species:S:1:pos:R:3:forces:R:3 method="wB97M-V/def2-TZVPD" spin_multiplicity=3 homo_ev="-8.34 / -8.23"
Pd 0.094 -0.515 -0.533 -0.8181 -0.5219 0.4245
O -0.834 -0.089 1.803 -0.0105 0.7727 -0.5700
S -0.844 -1.054 2.918 0.1782 -0.0492 1.6848
C 0.868 -1.033 3.702 -0.2967 -0.2826 -0.2027
C 1.948 -0.578 2.731 0.0166 0.1280 -0.3919
C 2.629 0.734 3.131 -0.0757 -0.0996 -0.1570
C 1.709 1.943 3.130 -0.0883 0.1326 -0.5580
S 1.309 2.640 1.442 1.0802 0.4392 1.2327
O 0.956 1.526 0.556 -0.3044 -0.6129 -0.7111
C 3.025 3.050 0.994 -0.4349 0.0712 0.0107
C 3.601 2.357 -0.054 -0.2891 -0.2214 -0.0549
C 4.884 2.684 -0.458 0.1213 0.0571 0.0003
C 5.574 3.702 0.180 0.0693 -0.0188 -0.0753
C 4.981 4.403 1.219 -0.0282 0.0280 0.0816
C 3.696 4.085 1.626 -0.0236 -0.0585 0.0073
C -1.613 -0.122 4.295 0.0002 -0.3519 -0.3512
C -1.925 -0.775 5.476 0.0511 0.0005 -0.0894
C -2.485 -0.060 6.521 0.0587 -0.0266 -0.0150
C -2.728 1.297 6.379 -0.0742 0.0767 0.0967
C -2.434 1.940 5.188 0.0059 0.0110 0.0189
C -1.885 1.225 4.136 0.1139 -0.0521 -0.2702
H 1.014 -2.070 4.001 0.0327 -0.0625 0.0550
H 0.831 -0.418 4.600 -0.0852 0.0274 -0.0015
H 1.512 -0.463 1.728 0.2583 -0.0753 0.3486
H 2.716 -1.348 2.658 -0.0557 -0.0589 -0.0506
H 3.459 0.916 2.443 0.0563 -0.0174 0.0883
H 3.059 0.625 4.134 -0.0111 0.0733 -0.0813
H 2.156 2.778 3.668 -0.0527 0.1395 0.0273
H 0.743 1.714 3.581 -0.0910 0.0902 -0.0073
H 3.030 1.575 -0.543 -0.0059 -0.0438 -0.0725
H 5.348 2.151 -1.277 -0.0154 -0.0297 -0.0233
H 6.573 3.957 -0.142 0.0584 0.0239 -0.0001
H 5.518 5.201 1.706 0.0504 0.1023 0.0638
H 3.218 4.633 2.423 -0.0256 0.1428 0.1316
H -1.727 -1.831 5.573 -0.0029 -0.2036 0.0670
H -2.730 -0.559 7.446 -0.0237 -0.0617 0.0999
H -3.157 1.854 7.199 -0.0408 0.0396 0.0609
H -2.633 2.996 5.077 -0.0299 0.0472 -0.0182
H -1.665 1.688 3.184 -0.0115 0.0574 -0.0711
C 4.518 -0.769 -2.681 -0.3640 0.0088 0.1070
C 3.479 -1.423 -1.769 0.9439 -0.7999 0.2269
C 3.051 -2.771 -2.348 -0.0777 0.2557 0.1096
C 4.026 -1.578 -0.344 -0.3694 0.1346 -0.3554
O 2.342 -0.573 -1.632 -0.6308 0.3723 -0.5030
P 1.298 -0.337 -2.893 0.7967 0.7640 -0.1429
O 1.941 -0.299 -4.214 -0.0884 -0.0578 0.0825
O 0.125 -1.254 -2.665 -0.2092 0.0252 0.5794
O 0.876 1.126 -2.278 0.4389 -0.8233 -0.1426
C 0.420 2.199 -3.088 -0.5886 1.0079 -0.4353
C 0.070 3.318 -2.102 0.0755 -0.3933 -0.1568
C 1.521 2.651 -4.047 -0.1508 -0.1809 0.1298
C -0.826 1.747 -3.851 0.1891 -0.0313 0.2295
H 5.377 -1.424 -2.793 0.1602 -0.0880 0.0403
H 4.840 0.183 -2.270 0.0905 0.1186 0.1078
H 4.069 -0.590 -3.652 0.0798 0.0094 -0.1640
H 3.891 -3.462 -2.366 0.0595 -0.0653 0.0039
H 2.694 -2.623 -3.365 0.0114 -0.1100 -0.1277
H 2.234 -3.182 -1.759 -0.0351 -0.1104 0.0698
H 4.839 -2.297 -0.319 0.1059 -0.0862 -0.0067
H 3.214 -1.905 0.304 0.0182 -0.0922 0.0922
H 4.393 -0.622 0.022 0.0628 0.1377 0.0452
H 0.968 3.666 -1.599 0.1451 0.0618 0.0765
H -0.612 2.925 -1.352 -0.1137 0.0335 0.0743
H -0.396 4.155 -2.615 -0.0458 0.0861 -0.0988
H 2.399 2.964 -3.486 0.1030 0.0820 0.0814
H 1.169 3.481 -4.654 -0.0552 0.1494 -0.0213
H 1.801 1.823 -4.689 0.0569 0.0477 -0.1289
H -1.565 1.381 -3.138 -0.0798 0.0130 -0.0086
H -0.555 0.932 -4.517 -0.0777 -0.0749 -0.1969
H -1.251 2.565 -4.427 -0.0101 0.0789 -0.0827
N 4.193 -8.872 3.092 0.1388 -0.2277 0.0922
C 3.627 -7.965 2.674 0.3366 -0.5567 0.2462
C 2.933 -6.844 2.174 -0.5260 0.8974 -0.3911
C 1.619 -6.593 2.580 0.2481 -0.2395 0.0535
C 0.947 -5.487 2.112 -0.0947 0.1722 -0.0930
C 1.567 -4.599 1.227 0.3577 -0.3929 0.1895
C 2.881 -4.862 0.818 -0.1463 0.0053 0.0103
C 3.557 -5.967 1.280 -0.0155 -0.2622 0.2000
C 0.911 -3.435 0.760 -0.5840 0.6162 -0.1794
C 0.368 -2.424 0.351 0.0569 0.3966 -0.3518
H 1.139 -7.278 3.267 -0.0092 0.0018 0.0032
H -0.071 -5.295 2.421 -0.0246 0.0119 0.0142
H 3.360 -4.185 0.130 0.0327 0.0474 -0.0688
H 4.570 -6.164 0.958 0.0215 -0.0153 0.0092
C -2.889 -1.779 -1.766 0.2187 -0.0494 0.0325
C -3.051 -0.489 -1.053 -0.1149 -0.2434 -0.2559
N -2.078 0.324 -0.710 0.6379 -0.8336 -0.1133
C -2.646 1.380 -0.064 -0.3994 0.2349 0.2349
C -3.993 1.207 -0.014 0.2750 0.3602 0.1324
N -4.246 0.017 -0.652 0.4192 0.0411 -0.0325
C -5.552 -0.553 -0.848 -0.2691 -0.4465 0.1549
N -6.461 0.409 -1.394 0.0264 0.3435 -0.6751
N -7.558 0.782 -0.708 0.0465 -0.6220 1.0551
N -8.223 1.634 -1.358 -0.7334 0.4920 0.0507
C -7.589 1.889 -2.539 1.1692 -0.6059 -0.3814
C -7.908 2.733 -3.602 0.0052 -0.0608 0.1082
C -7.037 2.755 -4.665 -0.1474 0.1239 -0.0197
C -5.870 1.976 -4.683 0.0989 -0.0751 -0.0084
C -5.536 1.132 -3.648 0.1843 -0.0966 -0.0859
C -6.419 1.091 -2.577 -0.7511 0.4691 0.0695
H -1.833 -1.904 -2.022 -0.2320 -0.0180 -0.0241
H -3.475 -1.798 -2.686 -0.0221 -0.0471 -0.0643
H -3.198 -2.610 -1.132 -0.0178 -0.0827 -0.0142
H -2.052 2.186 0.320 0.0796 0.1167 0.1301
H -4.780 1.802 0.401 -0.1462 0.1594 0.0509
H -5.988 -0.873 0.108 0.0814 0.0380 -0.2770
H -5.460 -1.416 -1.518 0.0145 0.1814 0.1857
H -8.801 3.336 -3.571 -0.0992 0.0781 -0.0431
H -7.251 3.387 -5.513 -0.0036 0.0783 -0.0673
H -5.215 2.047 -5.539 0.0667 -0.0298 -0.0580
H -4.634 0.540 -3.671 0.1227 -0.0454 -0.0306

No. 4
23
Properties=species:S:1:pos:R:3:forces:R:3 method="wB97M-V/def2-TZVPD" homo_ev=-7.94
C 0.119 0.083 -0.838 2.6031 2.2834 -3.0454
C 0.415 -1.274 -1.441 0.1364 0.4053 -0.1404
C -1.191 0.689 -1.295 0.4864 0.0422 -0.1608
C -1.174 0.508 2.430 0.1686 0.0716 0.0764
N 0.606 0.304 0.419 -3.1083 -2.6474 4.7860
C -0.552 -0.467 1.486 2.8369 1.6833 -0.9250
C 2.570 1.329 -1.304 0.0814 -0.4627 0.7884
C -0.635 -1.780 1.589 0.0927 -0.1911 -0.2131
N 1.370 1.256 -1.636 -2.3717 -1.3062 -1.1023
H 0.554 1.290 0.658 -0.3258 -0.0682 0.0440
H 1.256 -1.739 -0.934 0.0116 -0.0388 0.0247
H 0.677 -1.128 -2.489 -0.0057 -0.0080 -0.0261
H -0.455 -1.926 -1.422 -0.1141 -0.0622 0.1591
H -1.124 0.852 -2.370 -0.1051 -0.0112 -0.0382
H -1.369 1.652 -0.822 -0.0046 0.0209 0.0641
H -2.019 0.011 -1.091 -0.0484 -0.0426 0.1073
H -0.420 1.180 2.845 0.0166 0.0327 -0.0616
H -1.641 -0.005 3.274 -0.0496 -0.0288 -0.1619
H -1.926 1.122 1.930 0.0077 -0.0070 -0.0125
H 3.008 0.852 -0.413 -0.0644 -0.2331 -0.0659
H 3.267 1.918 -1.912 -0.1908 0.1628 0.1076
H -0.210 -2.487 0.895 0.3639 0.1502 -0.0595
H -1.126 -2.241 2.440 -0.4168 0.2548 -0.1449

no.,energy (hartree)
1,-667.73216
2,-2848.84332
3,-3752.82304
4,-384.49068